The ion C20H19N3O3 with charge +2 at a distorted geometry, computed with ωB97M-V with the def2-TZVPD basis set.

Geometry as XYZ:
```
45
Properties=species:S:1:pos:R:3:forces:R:3
O -2.647 -1.127 1.105 -0.145 0.080 -0.180
C -2.561 -0.190 1.856 0.596 0.355 0.386
C -3.530 0.084 2.986 -1.678 -0.233 1.497
C -3.373 -0.293 4.345 0.235 -0.037 1.363
C -4.344 -0.001 5.350 -0.968 1.054 -1.023
C -5.587 0.592 4.972 0.876 -1.039 0.425
C -5.780 0.872 3.594 -0.985 0.021 1.534
C -4.818 0.648 2.656 3.090 -0.239 -2.227
C -1.392 0.806 1.645 1.681 2.055 0.710
C -1.269 1.976 2.512 -0.227 -2.272 -2.742
C -0.267 2.865 2.283 3.005 -0.933 -1.614
C 0.728 2.541 1.340 0.762 0.549 -0.626
N 0.699 1.438 0.467 -2.608 1.541 2.948
C 1.641 1.319 -0.633 0.684 -0.528 -1.570
O 1.047 0.355 -1.577 1.231 1.221 0.361
C 1.862 -0.765 -1.893 0.636 -0.822 1.836
N 1.544 -1.417 -3.140 -3.053 -0.671 -0.035
C 2.349 -1.208 -4.176 -0.409 -1.024 -1.618
C 2.106 -1.711 -5.452 1.057 -0.204 -1.095
C 0.927 -2.395 -5.714 -1.330 -1.035 1.455
C 0.062 -2.674 -4.618 1.534 2.244 0.769
C 0.375 -2.182 -3.269 -0.004 -0.295 -4.198
C -0.661 -2.567 -2.335 -0.225 -0.860 2.948
N -0.517 -2.504 -1.032 -0.837 0.480 -2.348
O -1.551 -3.205 -0.436 -0.659 -0.023 0.080
C -0.379 0.624 0.621 -1.794 1.279 2.912
H -2.557 -0.856 4.857 0.009 0.557 -1.417
H -4.107 -0.159 6.427 -0.251 -0.216 -1.124
H -6.401 0.703 5.759 1.173 0.160 -1.373
H -6.748 1.249 3.308 -0.062 0.167 -0.245
H -4.840 0.910 1.547 -0.939 -0.180 1.644
H -1.967 2.275 3.219 -1.521 -0.240 1.313
H -0.047 3.733 2.870 -0.349 0.333 0.220
H 1.592 3.259 1.267 -0.843 -1.108 -0.307
H 2.659 1.016 -0.235 -1.209 0.070 -0.537
H 1.722 2.345 -1.100 -0.113 -1.298 0.233
H 1.711 -1.551 -1.152 0.011 0.175 0.333
H 2.930 -0.536 -1.924 -0.186 0.295 -0.008
H 3.222 -0.697 -3.901 1.134 0.754 -0.150
H 2.869 -1.648 -6.280 -0.839 0.389 1.258
H 0.576 -2.846 -6.668 0.878 0.770 0.489
H -0.913 -3.065 -4.897 0.204 -0.381 0.743
H -1.541 -3.135 -2.761 1.056 0.791 0.474
H -2.255 -2.587 -0.109 1.064 -0.172 0.028
H -0.578 -0.177 0.002 0.320 -1.530 -1.521
```
Forces are in eV/Å.

Properties
- Electronic energy: -31640.764 eV
- Structure (SMILES): O=C(c1ccccc1)c1ccc[n+](COC[n+]2ccccc2/C=N/O)c1
- Gap between HOMO and LUMO: 6.6 eV
- Energy relative to the best compared isomer or geometry (same formula, charge and spin): 0.00 kcal/mol
- Total charge: +2
- Largest force on an atom: 4.2 eV/A
- HOMO energy: -14.0 eV
- E_LUMO: -7.446 eV

A structure of composition C3H7N3O at a distorted geometry, computed with ωB97M-V with the def2-TZVPD basis set.

Geometry as XYZ:
```
14
Properties=species:S:1:pos:R:3:forces:R:3
C 0.285 0.231 0.766 -0.376 1.751 2.846
C -0.473 -0.135 -0.995 -2.639 0.476 -1.213
N 0.317 -0.968 1.510 -0.094 0.016 -0.590
N 0.466 -0.433 -1.918 0.606 -0.172 0.310
C -1.666 0.144 -0.721 1.989 -1.084 -1.588
O -0.971 0.940 1.161 1.554 -0.490 0.355
N 1.320 0.995 0.593 -0.779 -0.371 -0.502
H -0.732 1.879 1.097 0.001 -0.196 0.000
H 0.965 -1.644 1.132 -0.007 -0.026 0.003
H -0.595 -1.380 1.651 0.001 0.061 -0.105
H 1.387 -0.104 -1.640 -0.077 0.046 -0.064
H 0.243 -0.217 -2.879 -0.089 -0.102 0.151
H 2.180 0.536 0.879 -0.032 -0.159 -0.119
H -2.724 0.156 -0.636 -0.057 0.249 0.516
```
Forces are in eV/Å.

Properties
- Electronic energy: -9737.894 eV
- Gap between HOMO and LUMO: 8.9 eV
- Energy relative to the best compared isomer or geometry (same formula, charge and spin): 118.51 kcal/mol
- Largest force on an atom: 3.4 eV/A
- HOMO energy: -8.5 eV
- E_LUMO: 0.327 eV

A structure of composition C23H14BrCrN8O10 at a distorted geometry, computed with ωB97M-V with the def2-TZVPD basis set.

Geometry as XYZ:
```
57
Properties=species:S:1:pos:R:3:forces:R:3
Cr 1.525 -0.578 -0.420 0.073 -0.928 0.652
Br 3.450 2.502 0.276 -0.013 0.010 -0.029
C 4.170 1.082 -0.726 -0.208 -0.307 0.116
C 5.478 1.208 -1.161 0.115 0.005 -0.008
C 6.035 0.185 -1.909 -0.009 0.092 0.056
C 5.249 -0.899 -2.255 0.086 -0.120 -0.038
C 3.946 -0.927 -1.819 -0.293 0.133 -0.025
N 3.413 0.019 -1.016 0.903 0.363 -0.205
C 2.942 -1.944 -2.349 0.037 0.006 0.065
O 3.324 -2.873 -3.022 -0.028 0.043 -0.032
O 1.722 -1.632 -2.043 0.006 0.015 -0.005
H 6.037 2.097 -0.912 -0.010 -0.022 0.026
H 7.063 0.260 -2.238 -0.015 -0.021 -0.013
H 5.598 -1.714 -2.873 -0.022 0.023 -0.017
O -2.183 -1.000 -1.188 -0.192 0.172 0.037
C -1.465 -1.785 -0.598 -0.113 0.253 -0.110
N -0.202 -1.532 -0.134 -0.199 -0.036 0.037
C 0.381 -2.692 0.268 -0.014 0.050 0.036
O 1.587 -2.669 0.511 0.223 -0.018 -0.030
C -0.621 -3.790 0.251 -0.090 0.016 0.030
C -0.581 -5.111 0.634 0.061 -0.090 0.039
C -1.757 -5.850 0.508 0.057 -0.013 0.013
C -2.919 -5.272 0.012 -0.041 0.067 -0.022
C -2.942 -3.937 -0.393 -0.057 -0.014 -0.057
C -1.778 -3.217 -0.266 0.081 -0.039 0.071
H 0.324 -5.559 1.021 0.000 0.020 0.004
H -1.764 -6.891 0.803 -0.011 0.013 0.006
H -3.821 -5.866 -0.057 0.031 -0.010 -0.020
H -3.839 -3.479 -0.790 0.012 -0.014 0.016
N -2.911 1.721 -2.384 -0.170 -0.402 0.172
C -2.206 2.776 -1.988 0.666 -0.102 0.183
N -2.743 4.002 -2.048 -0.106 -0.073 -0.028
N -0.953 2.714 -1.563 -0.357 0.578 -0.055
C -0.179 1.711 -1.402 0.476 -0.014 0.388
N 0.699 0.995 -1.131 -0.877 0.595 -0.662
H -3.895 1.824 -2.564 -0.008 -0.043 -0.014
H -2.600 0.802 -2.073 0.019 -0.140 -0.089
H -3.728 4.123 -2.199 0.003 0.053 0.024
H -2.222 4.747 -1.618 0.009 0.069 -0.015
O 2.260 0.665 3.467 -0.057 0.110 0.022
C 1.549 0.618 2.489 -0.125 -0.037 -0.161
O 1.848 0.037 1.372 -0.069 -0.119 0.091
C 0.204 1.332 2.476 0.171 -0.045 -0.285
C -0.990 0.634 2.356 -0.113 -0.110 0.075
C -2.172 1.338 2.199 0.373 0.088 0.028
C -2.203 2.717 2.145 -0.331 0.125 -0.053
C -1.009 3.385 2.300 0.204 -0.279 -0.060
C 0.192 2.719 2.475 -0.007 0.153 0.139
N -1.003 4.850 2.225 -0.190 0.306 0.010
O -0.086 5.441 2.752 0.038 -0.097 -0.071
O -1.927 5.387 1.634 0.098 -0.164 0.048
N -3.433 0.602 2.034 -0.165 -0.179 -0.101
O -4.394 1.220 1.616 0.078 0.008 0.054
O -3.434 -0.581 2.304 0.051 0.084 -0.013
H -1.010 -0.445 2.397 0.007 -0.017 -0.129
H -3.132 3.248 2.007 0.004 0.016 -0.051
H 1.106 3.282 2.611 0.009 -0.015 -0.040
```
Forces are in eV/Å.

Properties
- Electronic energy: -154937.591 eV
- Spin multiplicity: 4
- Gap between HOMO and LUMO (spin up / spin down): 8.6 / 8.7 eV
- Energy relative to the best compared isomer or geometry (same formula, charge and spin): 5.17 kcal/mol
- Largest force on an atom: 1.2 eV/A
- HOMO energy (spin up / spin down): -9.5 / -9.6 eV
- E_LUMO (spin up / spin down): -0.908 / -0.909 eV

A structure of composition C19H38BeF3N2O13S3 at a distorted geometry, computed with ωB97M-V with the def2-TZVPD basis set.

Geometry as XYZ:
```
79
Properties=species:S:1:pos:R:3:forces:R:3
Be 1.053 1.699 0.527 0.736 5.636 2.021
C 3.942 3.030 -2.257 -0.280 -0.696 1.225
F 2.661 3.310 -2.460 0.773 0.217 -0.342
F 4.217 1.887 -2.968 -0.104 -0.121 0.446
F 4.763 3.936 -2.814 -0.403 0.408 0.295
S 4.202 2.830 -0.310 -0.424 0.930 1.014
O 5.646 2.705 -0.145 -0.302 0.009 -0.651
O 3.528 3.917 0.346 1.117 -0.248 -1.280
O 3.525 1.555 0.015 -1.366 -1.104 -0.729
S 0.256 5.151 -0.737 1.169 5.024 3.337
O -1.058 5.381 -0.151 -1.543 -0.322 -0.109
O 0.576 3.725 -0.610 1.133 -4.877 -0.388
O 0.307 5.669 -2.091 -0.378 -0.921 -3.063
O 1.276 5.964 -0.006 -0.241 -0.936 -0.045
S 0.083 3.380 2.941 -0.258 2.119 -1.716
O 0.172 4.815 3.034 -0.523 0.866 1.169
O 1.419 3.004 2.351 1.312 -3.448 -2.046
O -0.159 2.730 4.219 -0.070 -1.363 1.347
O -0.929 2.979 1.936 -0.523 -1.668 -0.488
C -2.865 1.418 -3.222 -0.262 1.844 0.043
C -2.446 1.031 -1.789 -1.434 -0.870 0.480
C -3.507 0.002 -1.249 -1.228 -0.543 -2.001
C -3.446 -1.357 -2.039 1.705 1.418 1.958
C -2.024 -1.868 -1.953 0.052 -1.845 -1.176
C -0.908 -0.931 -2.497 -1.291 0.386 2.582
N -1.145 0.352 -1.660 1.192 -1.883 -0.702
O -0.027 1.186 -1.935 -0.707 -0.339 0.079
C 0.397 -1.591 -2.054 0.455 0.810 -0.018
C -0.905 -0.800 -3.985 -0.620 -0.083 -0.723
C -2.442 2.234 -0.856 0.288 0.162 0.742
H -3.469 0.738 -3.820 0.565 -0.473 -0.009
H -2.049 1.896 -3.769 0.223 -0.550 -0.284
H -3.522 2.291 -3.158 -0.139 -0.035 0.425
H -3.601 -0.051 -0.165 0.709 -0.327 0.019
H -4.510 0.301 -1.576 0.023 1.005 0.255
H -3.621 -1.146 -3.094 -0.500 -0.221 0.057
H -4.102 -2.120 -1.620 -0.343 0.149 -0.230
H -2.131 -2.825 -2.490 0.851 0.073 -0.905
H -1.697 -2.336 -1.024 -0.282 0.990 0.682
H 1.313 -1.124 -2.424 -0.214 0.374 -0.229
H 0.468 -1.497 -0.971 -0.146 -0.530 0.077
H 0.439 -2.610 -2.443 -0.200 -0.215 0.414
H -0.738 -1.833 -4.298 0.364 0.197 -0.606
H -1.846 -0.476 -4.427 -0.065 -0.116 0.176
H -0.155 -0.103 -4.361 0.306 -0.307 0.015
H -3.257 2.947 -0.985 0.126 0.015 -0.661
H -1.477 2.746 -0.872 -0.178 0.465 -0.059
H -2.590 1.934 0.184 0.401 -0.290 0.051
H -0.120 1.365 -2.881 0.572 0.784 0.049
C -1.249 -0.271 1.976 -0.044 -0.144 1.878
C -0.392 -1.413 2.524 -0.866 -2.160 -1.635
C -1.095 -2.789 2.017 0.072 0.342 0.327
C -0.185 -3.980 2.109 0.522 0.764 -0.094
C 1.066 -3.694 1.284 0.054 -1.493 1.770
C 1.914 -2.456 1.764 -2.375 -2.429 -1.865
N 0.925 -1.343 1.844 0.336 -1.171 -0.609
O 1.583 -0.192 2.222 0.399 0.676 -0.087
C 2.694 -2.890 3.018 0.452 1.636 0.195
C 2.804 -2.240 0.553 2.101 1.438 0.613
C -0.314 -1.381 4.029 -0.970 0.294 0.374
H -2.219 -0.361 2.478 -0.309 -0.232 -0.393
H -1.371 -0.297 0.896 0.257 0.294 -0.005
H -0.918 0.660 2.450 0.254 0.472 -0.879
H -1.968 -3.114 2.591 -0.298 1.006 0.245
H -1.426 -2.690 0.984 0.037 0.392 -0.038
H -0.608 -4.920 1.744 -0.383 0.097 0.032
H 0.000 -4.104 3.181 0.519 -0.335 -0.056
H 0.800 -3.776 0.230 0.099 0.798 -0.112
H 1.637 -4.609 1.484 0.753 0.212 -0.345
H 3.562 -3.529 2.844 -0.470 -0.537 -0.491
H 3.230 -2.009 3.390 -0.303 0.238 0.291
H 2.062 -3.268 3.820 0.011 -0.138 -0.095
H 3.668 -1.649 0.879 0.039 0.249 -0.127
H 3.274 -3.136 0.143 -0.459 -0.352 0.153
H 2.382 -1.645 -0.251 -0.382 -0.199 0.144
H -1.322 -1.150 4.384 -0.072 -0.099 0.066
H 0.246 -0.521 4.402 0.363 -0.219 0.064
H -0.063 -2.349 4.465 0.475 0.159 0.106
H 1.787 -0.319 3.161 0.142 0.889 0.072
```
Forces are in eV/Å.

Properties
- Electronic energy: -90967.289 eV
- Gap between HOMO and LUMO: 2.4 eV
- Total charge: -3
- Largest force on an atom: 6.1 eV/A
- HOMO energy: 2.8 eV
- E_LUMO: 5.247 eV

A cluster of 2 separate species, C5H13NO2 in total at a distorted geometry, computed with ωB97M-V with the def2-TZVPD basis set.

Geometry as XYZ:
```
21
Properties=species:S:1:pos:R:3:forces:R:3
C -1.279 1.164 -1.148 -0.584 0.260 0.216
C -1.105 0.410 0.163 0.092 -1.011 0.431
C -2.063 -0.797 0.249 -0.130 -0.028 0.062
C 0.380 0.014 0.379 0.346 0.259 -0.465
N 0.753 -1.326 0.020 -0.320 -0.882 0.598
C 0.827 0.371 1.779 0.151 -0.191 0.380
O 1.404 1.397 2.029 0.046 0.160 -0.011
H -0.584 0.881 -1.936 0.092 -0.301 0.093
H -2.293 1.018 -1.523 -0.020 0.076 -0.102
H -1.157 2.224 -0.969 0.135 0.346 -0.097
H -1.407 1.014 1.023 0.204 0.465 -0.252
H -1.731 -1.627 0.883 0.086 0.272 0.096
H -2.247 -1.216 -0.736 -0.073 -0.090 -0.146
H -3.016 -0.459 0.670 0.050 -0.111 -0.242
H 1.003 0.651 -0.238 -0.062 0.416 -0.125
H 1.372 -1.477 -0.754 0.065 0.472 -0.096
H 0.009 -2.002 0.042 0.020 -0.012 -0.065
H 0.640 -0.349 2.607 -0.147 -0.122 -0.254
O 3.332 -0.138 -1.161 0.064 0.136 0.041
H 3.244 0.778 -0.871 0.011 -0.070 -0.049
H 3.920 -0.532 -0.508 -0.025 -0.045 -0.012
```
Forces are in eV/Å.

Properties
- Electronic energy: -10980.305 eV
- Structure (SMILES): CC(C)[C@H](N)C=O.O
- Gap between HOMO and LUMO: 9.7 eV
- Energy relative to the best compared isomer or geometry (same formula, charge and spin): 36.29 kcal/mol
- Largest force on an atom: 1.1 eV/A
- HOMO energy: -8.9 eV
- E_LUMO: 0.834 eV